(1)
Below is a structure of composition C13H16AsBF10NPPdS, with properties calculated with ωB97M-V/def2-TZVPD.

Cartesian coordinates (Å):
Pd -0.22 -1.51 -0.44
F -0.69 -2.26 2.23
As -1.89 -1.08 2.69
F -1.19 -0.94 4.26
F -0.78 0.17 2.11
F -2.97 -2.30 3.23
F -2.54 -1.19 1.07
F -3.02 0.18 3.07
S 1.83 -1.12 -1.85
C 2.00 -1.11 -0.15
N 2.17 0.07 0.53
C 2.34 0.17 1.87
C 2.45 -0.95 2.63
C 2.39 -2.20 1.98
C 2.20 -2.29 0.64
H 2.03 0.91 -0.02
H 2.37 1.17 2.26
H 2.55 -0.86 3.70
H 2.48 -3.11 2.57
H 2.15 -3.24 0.12
F 0.05 -3.85 -1.16
B -1.35 -4.05 -1.45
F -1.75 -2.96 -2.26
F -2.03 -4.00 -0.24
F -1.52 -5.25 -2.11
C -1.62 0.35 -2.85
P -1.13 0.54 -1.11
C -2.63 1.24 -0.35
C 0.00 1.97 -1.10
C 0.83 2.27 -2.18
C 1.78 3.28 -2.08
C 1.92 3.99 -0.90
C 1.10 3.70 0.18
C 0.15 2.69 0.08
H -0.79 -0.06 -3.42
H -1.96 1.29 -3.29
H -2.42 -0.39 -2.87
H -2.90 2.17 -0.85
H -2.49 1.39 0.71
H -3.43 0.51 -0.47
H 0.75 1.70 -3.10
H 2.42 3.50 -2.93
H 2.67 4.77 -0.82
H 1.20 4.25 1.11
H -0.47 2.45 0.94

As for the spin multiplicity: 2. The charge is -1. The lowest unoccupied orbital energy (spin up / spin down) comes out at 2.34 / 2.05 eV. The energy above the lowest of the compared OMol25 structures with the same formula, charge and spin is 90.3 kJ/mol. For the total energy, the calculation gives -4686.94408 hartree. The HOMO energy (spin up / spin down) is -4.91 / -5.49 eV.

Atomic partial charges in e from the Mulliken method, atoms 1 to 8: number 1, Pd, carries 0.441; number 2, F, carries -0.462; number 3, As, carries 1.951; number 4, F, carries -0.527; number 5, F, carries -0.464; number 6, F, carries -0.504; number 7, F, carries -0.440; number 8, F, carries -0.523

(2)
Below is an isolated molecule of C3H4N2O, with properties calculated with ωB97M-V/def2-TZVPD.

Cartesian coordinates (Å):
O 2.20 -0.46 0.07
C 0.89 -0.11 0.04
C -0.15 -0.99 0.08
N -1.28 -0.20 0.08
C -0.86 1.09 0.02
N 0.45 1.18 0.00
H 2.68 0.14 -0.51
H -0.17 -2.07 0.12
H -2.23 -0.52 0.07
H -1.55 1.92 0.01

The structure (SMILES) is Oc1c[nH]cn1. As for the spin multiplicity: 1. The lowest unoccupied orbital energy comes out at 0.92 eV. The energy above the lowest of the compared OMol25 structures with the same formula, charge and spin is 49.4 kJ/mol. For the total energy, the calculation gives -301.46840 hartree. The HOMO energy is -8.41 eV.

Atomic partial charges in e from the Mulliken method, atoms 1 to 8: number 1, O, carries -0.517; number 2, C, carries 0.521; number 3, C, carries -0.493; number 4, N, carries -0.034; number 5, C, carries -0.198; number 6, N, carries -0.603; number 7, H, carries 0.352; number 8, H, carries 0.397

(3)
Below is a structure of composition C49H136AlN11O14 in a non-equilibrium geometry, with properties calculated with ωB97M-V/def2-TZVPD.

Cartesian coordinates (Å):
Al -1.23 -4.39 0.99
C 0.33 -0.58 -0.71
O -0.15 -1.80 -0.28
H 0.19 0.16 0.08
H 1.38 -0.53 -1.02
H -0.28 -0.26 -1.56
C 1.01 -0.36 3.03
C 1.30 -1.84 2.99
C 2.47 -2.18 3.88
O 3.02 -3.43 3.65
C 3.97 -3.83 4.68
N 0.15 -2.63 3.37
H 1.86 0.13 2.57
H 1.05 -0.22 4.11
H 0.11 -0.10 2.48
H 1.50 -2.13 1.95
H 2.18 -2.00 4.92
H 3.27 -1.46 3.69
H 4.71 -3.09 5.00
H 4.47 -4.77 4.43
H 3.46 -4.09 5.61
H -0.29 -2.10 4.11
H 0.54 -3.41 3.88
C 3.22 -6.65 2.21
C 1.75 -6.14 2.16
C 1.06 -6.26 3.54
O -0.14 -5.46 3.70
C -0.75 -5.64 4.94
N 1.75 -4.83 1.67
H 3.74 -6.61 1.26
H 3.25 -7.66 2.63
H 3.81 -6.12 2.96
H 1.19 -6.66 1.38
H 1.70 -5.94 4.36
H 0.67 -7.28 3.61
H -0.10 -5.78 5.80
H -1.41 -6.51 4.86
H -1.31 -4.73 5.18
H 2.26 -4.32 2.39
H 2.42 -4.83 0.92
C -1.33 4.21 8.01
C -0.73 5.19 6.91
C -0.68 4.64 5.48
O 0.29 3.59 5.49
C 0.69 3.18 4.18
N -1.61 6.32 7.01
H -1.60 4.71 8.94
H -0.52 3.50 8.19
H -2.20 3.65 7.64
H 0.24 5.54 7.27
H -0.31 5.42 4.83
H -1.69 4.27 5.28
H 1.34 2.31 4.19
H 1.26 4.03 3.80
H -0.21 3.11 3.57
H -1.54 6.86 6.16
H -1.15 6.92 7.68
C 2.61 3.92 -3.36
C 1.21 3.48 -2.94
C 0.50 4.40 -1.93
O 1.25 4.46 -0.70
C 1.42 3.31 0.14
N 0.44 3.41 -4.16
H 2.87 3.22 -4.15
H 3.28 3.76 -2.51
H 2.53 4.97 -3.65
H 1.13 2.50 -2.48
H -0.46 3.96 -1.67
H 0.30 5.39 -2.35
H 0.44 2.93 0.42
H 2.02 3.69 0.97
H 1.95 2.54 -0.42
H 0.40 4.32 -4.59
H -0.51 3.22 -3.85
C -4.30 -0.75 2.77
C -3.32 -0.37 1.64
C -2.52 0.89 2.05
O -3.47 1.98 2.10
C -2.92 3.26 2.27
N -2.39 -1.47 1.62
H -4.82 -1.61 2.35
H -5.01 0.06 2.95
H -3.78 -0.94 3.70
H -3.80 -0.27 0.66
H -1.62 1.12 1.48
H -2.19 0.72 3.08
H -2.54 3.45 3.28
H -3.68 3.99 1.98
H -2.07 3.39 1.59
H -1.69 -1.20 0.93
H -1.92 -1.49 2.51
C 1.13 -4.33 -3.49
C 0.18 -4.66 -2.38
C -0.87 -5.75 -2.63
O -1.74 -5.99 -1.51
C -2.76 -7.01 -1.72
N 0.93 -4.95 -1.18
H 1.89 -3.61 -3.20
H 0.62 -3.87 -4.34
H 1.80 -5.15 -3.77
H -0.27 -3.70 -2.10
H -0.34 -6.68 -2.84
H -1.50 -5.44 -3.46
H -2.38 -7.95 -2.11
H -3.61 -6.73 -2.34
H -3.21 -7.20 -0.74
H 1.78 -4.41 -1.33
H 1.38 -5.85 -1.20
C 5.04 0.67 2.74
C 5.52 2.04 2.27
C 5.58 2.23 0.75
O 6.63 3.15 0.41
C 6.96 3.22 -1.01
N 4.60 2.99 2.85
H 5.30 0.52 3.79
H 5.51 -0.17 2.24
H 3.97 0.65 2.56
H 6.50 2.13 2.75
H 4.65 2.45 0.24
H 5.92 1.29 0.30
H 7.25 2.24 -1.39
H 7.86 3.84 -1.09
H 6.21 3.59 -1.70
H 4.68 3.00 3.86
H 4.81 3.93 2.55
C -6.52 -4.64 -0.19
C -5.03 -4.54 -0.51
C -4.55 -3.07 -0.85
O -3.20 -3.17 -1.34
C -2.86 -2.07 -2.19
N -4.31 -5.12 0.59
H -6.90 -5.67 -0.21
H -7.12 -4.14 -0.96
H -6.76 -4.17 0.76
H -4.92 -5.18 -1.38
H -4.49 -2.42 0.02
H -5.25 -2.58 -1.53
H -3.03 -1.13 -1.66
H -3.49 -2.07 -3.08
H -1.86 -2.17 -2.62
H -4.85 -4.98 1.43
H -4.56 -6.09 0.51
C -2.65 1.93 -1.69
C -2.93 1.98 -3.17
C -4.43 1.66 -3.52
O -4.86 0.47 -2.81
C -6.16 0.00 -3.19
N -2.61 3.32 -3.59
H -2.81 0.95 -1.23
H -3.23 2.70 -1.20
H -1.58 2.11 -1.57
H -2.27 1.30 -3.72
H -4.58 1.57 -4.60
H -5.04 2.49 -3.17
H -6.90 0.68 -2.77
H -6.34 -0.94 -2.67
H -6.31 -0.18 -4.25
H -2.95 4.11 -3.07
H -2.89 3.51 -4.54
C -0.39 5.84 2.13
C -0.70 6.69 0.91
C -1.97 6.33 0.18
O -3.08 6.32 1.09
C -4.27 6.05 0.35
N -0.76 8.06 1.35
H -0.30 4.78 1.91
H -1.12 5.92 2.94
H 0.43 6.15 2.78
H 0.16 6.58 0.25
H -1.87 5.32 -0.22
H -2.15 6.91 -0.72
H -5.14 5.78 0.95
H -4.14 5.16 -0.27
H -4.48 6.96 -0.22
H -1.68 8.11 1.76
H -0.75 8.75 0.61
C -2.80 -0.42 -7.45
C -1.48 0.17 -6.88
C -0.42 -0.93 -6.78
O 0.83 -0.39 -6.31
C 0.98 -0.22 -4.88
N -1.12 1.30 -7.75
H -2.54 -0.88 -8.40
H -3.51 0.40 -7.49
H -3.26 -1.22 -6.87
H -1.69 0.64 -5.92
H -0.16 -1.42 -7.72
H -0.72 -1.73 -6.10
H 0.77 -1.09 -4.26
H 0.37 0.66 -4.65
H 1.95 0.16 -4.59
H -0.92 0.92 -8.66
H -0.22 1.63 -7.41
C 5.05 0.25 -3.35
C 5.28 -0.64 -4.56
O 6.65 -0.77 -4.77
H 5.28 1.29 -3.60
H 5.71 0.14 -2.49
H 4.03 0.16 -2.98
H 4.80 -0.36 -5.49
H 4.76 -1.59 -4.41
H 7.04 0.10 -4.62
C 4.85 -1.74 -0.14
C 4.15 -2.71 -1.03
O 2.94 -3.05 -0.45
H 4.93 -2.02 0.91
H 4.28 -0.81 -0.13
H 5.87 -1.64 -0.52
H 4.70 -3.64 -1.16
H 3.98 -2.31 -2.03
H 2.36 -2.28 -0.43

As for the spin multiplicity: 1. The charge is +2. The lowest unoccupied orbital energy comes out at -10.04 eV. For the total energy, the calculation gives -3845.56221 hartree. The HOMO energy is -11.78 eV.

Atomic partial charges in e from the Mulliken method, atoms 1 to 8: number 1, Al, carries 1.320; number 2, C, carries -0.451; number 3, O, carries 0.369; number 4, H, carries -0.378; number 5, H, carries 0.030; number 6, H, carries -0.093; number 7, C, carries -0.887; number 8, C, carries 2.555

(4)
Below is a cluster of 2 separate species, C51H72Cl2N2O8Si2 in total in a non-equilibrium geometry, with properties calculated with ωB97M-V/def2-TZVPD.

Cartesian coordinates (Å):
O 8.86 5.41 3.03
C 7.99 4.89 2.33
C 6.58 5.37 2.44
C 6.28 6.45 3.31
N 5.99 7.35 4.01
C 5.56 4.67 1.82
C 4.21 5.12 1.79
N 3.10 5.49 1.64
C 5.88 3.39 1.32
O 4.91 2.46 1.27
C 7.20 3.04 0.90
Cl 7.40 1.60 -0.09
C 8.27 3.73 1.41
Cl 9.89 3.28 1.12
C 2.82 4.99 5.08
C 3.29 3.74 4.88
C 2.73 2.79 3.84
C 1.20 2.68 3.97
O 0.98 1.96 5.18
Si -0.24 1.98 6.29
C 0.13 0.43 7.38
C 1.10 0.83 8.51
C 0.80 -0.64 6.49
C -1.21 -0.11 7.92
C -0.07 3.54 7.28
C -1.88 1.83 5.43
C 0.47 2.02 2.81
C 0.48 0.50 2.86
C 1.72 -0.13 2.27
C 1.47 -0.25 0.74
O 2.73 -0.09 0.02
C 2.70 0.96 -0.79
H 5.19 2.05 0.44
C 3.42 0.85 -1.97
C 3.03 1.73 -3.00
C 3.17 1.32 -4.28
C 3.88 0.11 -4.53
C 4.61 -0.56 -3.50
C 4.43 -0.14 -2.21
O 3.73 -0.41 -5.76
C 4.42 -1.62 -6.11
C 0.94 -1.62 0.32
C 0.44 -1.76 -1.13
C -0.89 -1.02 -1.39
C -0.73 0.05 -2.46
C -2.03 -1.98 -1.75
O -1.76 -2.61 -3.00
Si -1.72 -4.12 -3.66
C -0.90 -3.92 -5.38
C -0.72 -5.29 -6.03
C 0.44 -3.20 -5.17
C -1.82 -3.02 -6.22
C -0.68 -5.22 -2.60
C -3.39 -4.85 -3.93
C -3.43 -1.28 -1.80
C -3.96 -1.10 -0.40
C -4.50 -1.99 -2.66
O -5.72 -1.26 -2.66
C -6.75 -1.89 -3.41
C -7.90 -0.94 -3.47
C -7.93 0.08 -4.43
C -8.98 0.99 -4.45
C -10.02 0.88 -3.52
C -10.00 -0.15 -2.57
C -8.94 -1.06 -2.55
O -0.44 -0.16 3.34
H 3.30 5.64 5.83
H 1.99 5.36 4.44
H 4.17 3.34 5.42
H 2.95 3.16 2.83
H 3.21 1.80 3.97
H 0.81 3.70 4.04
H 0.66 1.58 9.19
H 1.36 -0.06 9.12
H 2.03 1.24 8.10
H 0.20 -0.85 5.59
H 1.80 -0.31 6.17
H 0.91 -1.58 7.06
H -1.86 -0.41 7.09
H -1.03 -1.00 8.55
H -1.73 0.64 8.53
H -0.62 3.45 8.23
H 0.98 3.77 7.49
H -0.50 4.38 6.71
H -2.68 1.69 6.17
H -2.09 2.76 4.89
H -1.88 1.00 4.71
H -0.57 2.36 2.78
H 0.94 2.34 1.87
H 2.61 0.48 2.49
H 1.86 -1.15 2.69
H 0.79 0.56 0.42
H 2.37 1.93 -0.37
H 2.48 2.62 -2.72
H 2.69 1.82 -5.11
H 5.22 -1.43 -3.74
H 4.96 -0.63 -1.40
H 4.24 -1.72 -7.17
H 5.49 -1.54 -5.92
H 3.99 -2.47 -5.58
H 1.79 -2.31 0.44
H 0.12 -1.88 1.02
H 1.19 -1.44 -1.89
H 0.30 -2.84 -1.30
H -1.20 -0.54 -0.46
H -0.65 -0.41 -3.45
H -1.59 0.73 -2.47
H 0.16 0.66 -2.28
H -2.08 -2.75 -0.97
H -1.68 -5.80 -6.19
H -0.25 -5.19 -7.02
H -0.09 -5.96 -5.44
H 0.30 -2.21 -4.69
H 1.14 -3.77 -4.56
H 0.93 -3.01 -6.14
H -2.01 -2.06 -5.72
H -1.34 -2.80 -7.19
H -2.79 -3.49 -6.43
H -0.56 -6.21 -3.05
H 0.32 -4.80 -2.41
H -1.19 -5.34 -1.63
H -3.31 -5.77 -4.51
H -3.80 -5.12 -2.95
H -4.09 -4.18 -4.43
H -3.26 -0.29 -2.26
H -4.18 -2.07 0.05
H -3.25 -0.58 0.24
H -4.88 -0.51 -0.42
H -4.15 -2.09 -3.70
H -4.67 -3.01 -2.26
H -6.38 -2.12 -4.43
H -7.04 -2.83 -2.92
H -7.10 0.14 -5.14
H -8.99 1.78 -5.19
H -10.85 1.59 -3.54
H -10.80 -0.24 -1.84
H -8.90 -1.87 -1.82

As for the spin multiplicity: 1. The lowest unoccupied orbital energy (spin up / spin down) comes out at -2.49 / -3.52 eV. For the total energy, the calculation gives -4197.26778 hartree. The HOMO energy (spin up / spin down) is -6.82 / -5.87 eV.

Atomic partial charges in e from the Mulliken method, atoms 1 to 8: number 1, O, carries -0.720; number 2, C, carries 0.220; number 3, C, carries 0.367; number 4, C, carries -0.099; number 5, N, carries -0.602; number 6, C, carries 1.049; number 7, C, carries -0.337; number 8, N, carries -0.652